Entry 1:
Density functional theory data (wB97M-V/def2-TZVPD) for the molecule C6H9N3O2.

Geometry as ORCA input:
```
! wB97M-V def2-TZVPD RIJCOSX def2/J DEFGRID3
* xyz 0 1
N 0.85131 -1.29017 1.46734
C 1.37060 -0.89984 0.10604
C 0.22421 -1.15548 -0.89023
C -1.12104 -0.37924 -0.55780
C -2.35452 -0.83474 -0.41866
N -3.04976 0.23345 0.11976
C -2.26173 1.20682 0.28364
N -1.02614 0.78982 -0.00396
C 2.16289 0.48960 -0.17224
O 3.37339 0.37378 -0.44451
O 1.52014 1.61832 0.12543
H 0.05247 -0.70538 1.65291
H 1.49997 -1.22722 2.23176
H 2.07978 -1.75972 -0.13056
H 0.63487 -0.77610 -1.76493
H -0.02954 -2.20414 -0.97059
H -2.79747 -1.86415 -0.48788
H -4.07045 0.29485 0.16059
H -2.54988 2.16940 0.69573
H 0.48167 1.44124 -0.02089
*
```

structure (SMILES): N[C@@H](Cc1c[nH]cn1)C(=O)O
gap between HOMO and LUMO: 9.3 eV
energy above the lowest of the compared OMol25 structures with the same formula, charge and spin: 1.616 eV
HOMO energy: -8.942 eV

Entry 2:
Density functional theory data (wB97M-V/def2-TZVPD) for a structure of composition C5H10O.

Geometry as ORCA input:
```
! wB97M-V def2-TZVPD RIJCOSX def2/J DEFGRID3
* xyz 0 1
O -0.04607 -1.08085 1.47532
C 0.45919 0.19906 1.06845
C -0.75252 0.93417 0.58863
C -1.02585 -0.53933 -0.62951
C 0.28587 -0.22281 -1.33230
C 1.30857 0.02098 -0.18584
H -1.00228 -0.94323 1.58092
H 1.00328 0.57287 1.93992
H -1.33505 1.35319 1.44887
H -0.54458 1.83122 -0.03364
H -1.96810 -0.31528 -1.09287
H -1.03121 -1.65014 -0.44587
H 0.67047 -0.98150 -2.02812
H 0.09466 0.68763 -1.90019
H 1.97965 -0.82439 -0.03038
H 1.91709 0.91034 -0.39306
*
```

gap between HOMO and LUMO: 10.7 eV
energy above the lowest of the compared OMol25 structures with the same formula, charge and spin: 2.725 eV
HOMO energy: -9.591 eV

Entry 3:
Density functional theory data (wB97M-V/def2-TZVPD) for a structure of composition C21H18Cl4F6N2NiO10S4.

Geometry as ORCA input:
```
! wB97M-V def2-TZVPD RIJCOSX def2/J DEFGRID3
* xyz -2 3
Ni 1.24108 0.79432 0.88832
Cl 7.17115 -1.98480 -0.67393
C 5.88902 -1.12715 0.12703
C 6.09780 -0.57745 1.37160
Cl 7.64030 -0.73591 2.15675
C 5.06153 0.11265 2.00396
Cl 5.29952 0.83591 3.56563
C 3.81272 0.25965 1.41310
O 2.84251 0.91828 1.96828
C 3.57313 -0.32726 0.11513
O 2.37353 -0.16373 -0.40372
C 4.63622 -1.00124 -0.50032
Cl 4.41920 -1.69260 -2.08311
F 0.40636 2.72203 5.93653
C 0.87535 2.82321 4.68520
F 2.04271 2.20773 4.61921
F 1.05704 4.12347 4.41791
S -0.34841 2.14274 3.48247
O 0.34172 2.24183 2.21403
O -1.49665 2.96719 3.68720
N -0.56880 0.69523 4.03690
S -0.27921 -0.68937 3.37651
O -1.34674 -1.61286 3.59427
O 0.29131 -0.65876 2.04338
C 1.08326 -1.35566 4.43123
F 1.49808 -2.51550 3.91980
F 2.10698 -0.52390 4.51013
F 0.62439 -1.58480 5.67054
O -2.09482 0.92327 1.20139
C -1.65713 1.32865 0.13715
N -0.39276 1.15065 -0.34214
S -0.17930 1.79946 -1.82290
O -0.02505 0.79955 -2.84607
O 0.78900 2.86268 -1.78161
C -1.81711 2.46435 -1.95996
C -2.39450 3.18343 -2.98846
C -3.72426 3.55521 -2.83640
C -4.43917 3.20813 -1.69091
C -3.84050 2.47973 -0.67097
C -2.51386 2.11177 -0.82801
H -1.83119 3.44584 -3.87425
H -4.21359 4.12338 -3.61822
H -5.47443 3.51316 -1.59887
H -4.37211 2.20059 0.23029
C -4.48713 -0.97526 -1.08919
C -3.17200 -1.50692 -1.64082
C -2.29610 -2.06249 -0.53141
S -1.05974 -3.23745 -1.09571
O -1.78776 -4.21219 -1.98168
C -0.11014 -2.16389 -2.19152
C 0.98778 -2.98653 -2.83132
C 1.64852 -2.28163 -4.01454
H -5.09135 -0.52579 -1.88108
H -4.30260 -0.21958 -0.32454
H -5.06886 -1.78345 -0.63831
H -2.64154 -0.70854 -2.16448
H -3.36241 -2.29896 -2.37048
H -2.89273 -2.63668 0.18189
H -1.77541 -1.28661 0.02871
H 0.29214 -1.33388 -1.60527
H -0.79203 -1.76624 -2.94490
H 0.55555 -3.93541 -3.16209
H 1.74777 -3.20414 -2.07688
H 0.92686 -2.10546 -4.81639
H 2.46059 -2.89844 -4.40733
H 2.05619 -1.31357 -3.72677
*
```

gap between HOMO and LUMO (spin up / spin down): 6.2 / 6.2 eV
energy above the lowest of the compared OMol25 structures with the same formula, charge and spin: 0.000 eV
HOMO energy (spin up / spin down): -2.179 / -2.183 eV

Entry 4:
Density functional theory data (wB97M-V/def2-TZVPD) for a structure of composition C55H45Br2CoN11OP2.

Geometry as ORCA input:
```
! wB97M-V def2-TZVPD RIJCOSX def2/J DEFGRID3
* xyz 2 2
Co -0.29483 0.36883 0.38614
C 4.82351 -1.55730 -0.68971
N 3.39975 -1.19094 -0.71491
C 2.70304 -0.57910 0.22878
N 1.54725 -0.09910 -0.14880
C 1.42844 -0.39705 -1.58634
N 2.67509 -1.12211 -1.95066
C 5.73853 -0.34512 -0.66060
C 6.85793 -0.28649 0.16113
C 7.59993 0.88677 0.24483
C 7.20386 2.02395 -0.44506
C 6.09451 1.95790 -1.27932
C 5.38859 0.76679 -1.40690
C 5.44200 3.11010 -1.91073
N 4.75101 3.08636 -2.99863
N 3.96483 4.22973 -2.99046
C 4.24001 4.85758 -1.89950
O 5.20433 4.22945 -1.18188
C 3.39751 5.86394 -1.24537
C 3.84411 6.80533 -0.32452
C 2.91291 7.53846 0.39882
C 1.55271 7.28048 0.26644
C 1.11177 6.32772 -0.64472
C -0.33808 5.88205 -0.71797
N -0.40968 4.41246 -0.85892
C -0.01096 3.48071 0.00676
N -0.06861 2.28763 -0.56887
C -0.50479 2.56908 -1.83730
N -0.71690 3.84401 -2.04727
C 2.03593 5.66622 -1.43241
H 4.99904 -2.16415 -1.57530
H 4.99996 -2.18457 0.18214
H 3.11112 -0.47011 1.22916
H 1.24758 0.50395 -2.17656
H 7.15078 -1.15092 0.75011
H 8.47215 0.92395 0.88554
H 7.75723 2.94981 -0.34263
H 4.52928 0.74329 -2.06681
H 4.90623 6.95793 -0.17209
H 3.24884 8.28342 1.10971
H 0.83693 7.81573 0.88409
H -0.84831 6.28742 -1.58616
H -0.87727 6.17542 0.17932
H 0.31392 3.68811 1.01764
H -0.65410 1.82809 -2.61233
H 1.72703 4.93129 -2.16772
Br -0.93227 0.97669 6.99580
C -0.65439 0.82855 5.15361
C 0.46658 0.18480 4.66027
C 0.60263 0.08182 3.29140
N -0.27967 0.59352 2.43051
C -1.35138 1.22425 2.91682
C -1.58446 1.34978 4.27206
C -2.28106 1.73070 1.88807
C -3.17311 2.75385 2.13981
C -4.00566 3.17283 1.11670
Br -5.21050 4.57493 1.39855
C -3.92940 2.55508 -0.11886
C -2.99648 1.55124 -0.28714
N -2.17342 1.14505 0.68377
H 1.21546 -0.22695 5.32354
H 1.45267 -0.43553 2.86234
H -2.48234 1.82814 4.63881
H -3.20926 3.23146 3.11073
H -4.57174 2.85176 -0.93826
H -2.91064 1.04466 -1.23582
C -2.14201 -3.84768 -1.69113
N -1.98256 -2.73874 -0.72553
P -3.38887 -1.69006 -0.51587
C -4.81780 -2.80276 -0.79842
C -5.71956 -2.47718 -1.80525
C -6.86227 -3.24935 -2.00156
C -7.10033 -4.34812 -1.19328
C -6.19604 -4.68675 -0.18831
C -5.06325 -3.91632 0.01424
C -3.59967 -1.58586 1.31930
C -4.69149 -0.81368 1.73289
C -5.01512 -0.70075 3.07685
C -4.24043 -1.34901 4.03518
C -3.15241 -2.10973 3.63762
C -2.83337 -2.22768 2.28508
P -0.45806 -2.07380 -0.33276
C 0.43574 -3.52581 0.33056
C 0.64916 -3.58728 1.70937
C 1.19177 -4.72239 2.29905
C 1.52876 -5.81134 1.51220
C 1.35636 -5.74908 0.13376
C 0.82635 -4.61230 -0.45702
C 0.53497 -1.63858 -1.91853
C 1.89407 -2.36825 -2.23783
C 2.06512 -2.84034 -3.64797
C 1.13804 -2.63769 -4.57721
C -0.12747 -1.94304 -4.28327
C -0.40635 -1.46799 -3.07352
H -3.10129 -4.31994 -1.53924
H -1.39200 -4.60733 -1.53267
H -2.08310 -3.50588 -2.72493
H -5.52941 -1.61704 -2.43975
H -7.56187 -2.98881 -2.78757
H -7.99337 -4.94423 -1.34014
H -6.38065 -5.54973 0.44200
H -4.36352 -4.17888 0.79982
H -5.30600 -0.31460 0.98568
H -5.88071 -0.11889 3.37682
H -4.49492 -1.27083 5.08675
H -2.55907 -2.63355 4.38004
H -2.01345 -2.86659 1.98949
H 0.38825 -2.73497 2.33114
H 1.34172 -4.75666 3.37190
H 1.93678 -6.70636 1.96717
H 1.63683 -6.59027 -0.48879
H 0.74752 -4.57435 -1.53564
H 2.18139 -3.13997 -1.53206
H 3.00011 -3.34204 -3.87722
H 1.30637 -2.97286 -5.59436
H -0.84308 -1.82550 -5.09122
H -1.34554 -0.95276 -2.87871
*
```

gap between HOMO and LUMO (spin up / spin down): 7.0 / 7.1 eV
energy above the lowest of the compared OMol25 structures with the same formula, charge and spin: 0.261 eV
HOMO energy (spin up / spin down): -12.565 / -12.568 eV

Entry 5:
Density functional theory data (wB97M-V/def2-TZVPD) for a cluster of 10 separate species, C26H77N13O11 in total.

Geometry as ORCA input:
```
! wB97M-V def2-TZVPD RIJCOSX def2/J DEFGRID3
* xyz 0 1
C -1.81467 -3.66962 -1.28405
O -1.55628 -4.65908 -2.17369
C -2.54779 -5.66917 -2.18138
C -2.32891 -6.75097 -3.29806
C -1.10624 -7.66501 -3.14263
N -2.17596 -6.15060 -4.59893
H -1.02828 -2.91565 -1.31915
H -1.78141 -4.06688 -0.26957
H -2.73952 -3.17588 -1.58231
H -2.67035 -6.25148 -1.26815
H -3.49648 -5.14570 -2.29994
H -3.20034 -7.39982 -3.38589
H -0.21731 -7.10321 -3.42945
H -1.02971 -8.54628 -3.77949
H -0.96617 -7.95803 -2.10214
H -3.00531 -5.62190 -4.82859
H -1.46067 -5.44119 -4.52669
C 0.05939 -0.98233 -3.14870
O 1.20136 -1.79680 -3.01733
C 1.51044 -2.43152 -4.25506
C 2.81144 -3.29350 -4.13893
C 2.80516 -4.44821 -3.09788
N 4.01854 -2.55890 -3.99483
H 0.18513 -0.21372 -3.91129
H -0.19491 -0.39627 -2.26555
H -0.76408 -1.67059 -3.33925
H 0.68025 -3.02367 -4.64009
H 1.80061 -1.74651 -5.05171
H 2.97281 -3.76327 -5.10918
H 3.70418 -5.06126 -3.16137
H 2.02559 -5.14871 -3.39734
H 2.55877 -4.23377 -2.05798
H 3.99206 -1.62156 -4.37007
H 3.97940 -2.24361 -3.03611
C 5.13273 0.84229 0.37181
O 4.85483 1.12695 -0.96771
C 4.63465 2.59657 -1.18550
C 3.49573 3.15842 -0.29845
C 2.14166 2.46201 -0.39533
N 3.15396 4.54143 -0.60711
H 5.39834 -0.21426 0.40739
H 4.27182 0.97902 1.02622
H 5.97421 1.40077 0.78183
H 5.58335 3.12278 -1.07982
H 4.35470 2.78501 -2.22195
H 3.86224 3.12667 0.72759
H 1.34706 2.94388 0.17433
H 2.21967 1.43695 -0.03304
H 1.81388 2.43992 -1.43464
H 3.93128 5.17906 -0.51064
H 2.82571 4.63070 -1.55811
C -3.96731 7.25233 -0.17868
O -3.35381 6.61358 -1.32711
C -2.61436 5.45179 -0.96807
C -1.34554 5.44953 -1.81911
C -0.54462 4.17511 -1.50796
N -0.57399 6.72601 -1.85369
H -4.62459 8.08350 -0.43412
H -3.19265 7.68120 0.45699
H -4.51882 6.48062 0.35834
H -2.36105 5.26649 0.07576
H -3.33078 4.65083 -1.15056
H -1.66074 5.33250 -2.85595
H -0.81396 3.15871 -1.79519
H -0.27832 4.15948 -0.45111
H 0.34236 4.28708 -2.13153
H -1.09789 7.55684 -1.61839
H -0.02812 6.62620 -1.00979
C -3.51747 2.99985 2.08409
O -2.75134 1.98550 2.73509
C -2.95626 1.86930 4.15109
C -2.08896 0.70348 4.69259
C -2.46798 0.22426 6.12514
N -0.67591 0.88815 4.52561
H -3.39098 4.04907 2.35099
H -4.57828 2.76416 2.16907
H -3.21048 2.90380 1.04262
H -2.77557 2.87335 4.53492
H -4.00830 1.61584 4.28167
H -2.45287 -0.11967 4.07769
H -2.49718 1.04820 6.83815
H -1.78325 -0.58537 6.37761
H -3.46005 -0.22237 6.05863
H -0.45663 1.13317 3.57063
H -0.33950 -0.06040 4.44088
N 4.39739 -0.83864 3.51320
C 3.85200 0.24865 3.91709
N 2.79917 0.57698 3.25161
O 4.30639 0.89102 4.80578
H 4.10505 -1.17853 2.60815
H 5.36269 -1.09550 3.66259
H 2.13817 1.31195 3.45892
H 2.60056 -0.06601 2.49846
N -5.20001 1.51442 -3.01433
C -4.16974 0.85780 -2.45838
N -4.24401 0.84406 -1.15792
O -3.25067 0.34031 -3.15984
H -5.98439 1.73375 -2.41704
H -5.29777 1.28322 -3.99264
H -5.04072 1.40519 -0.89242
H -3.51618 0.60387 -0.50014
N 0.19210 -2.55792 5.83372
C 0.96769 -2.71018 4.83450
N 2.19581 -2.62335 5.22253
O 0.55971 -2.93013 3.74034
H -0.79569 -2.43395 5.66334
H 0.54630 -2.27181 6.73526
H 2.94694 -2.57768 4.54888
H 2.45524 -2.74787 6.19067
N 1.68014 -2.39405 -0.26192
C 2.65466 -1.61254 0.07027
N 3.04781 -1.08867 -1.05157
O 3.09508 -1.46295 1.16184
H 1.32296 -2.94635 0.50455
H 1.26893 -2.45807 -1.18220
H 2.53064 -1.28027 -1.89769
H 3.76023 -0.37428 -1.09853
O -2.52722 -0.23934 1.30458
C -1.11226 -0.53207 1.40426
C -0.16320 0.65984 1.00086
O -0.26458 1.81838 1.82485
H -2.73424 0.41436 1.97646
H -0.89016 -1.07078 2.32542
H -0.84683 -1.23991 0.61902
H -0.31096 0.96175 -0.03602
H 0.85577 0.29524 1.13080
H -1.13416 2.21444 1.73233
*
```

structure (SMILES): COC[C@H](C)N.COC[C@H](C)N.COC[C@H](C)N.COC[C@H](C)N.COC[C@H](C)N.NC(N)=O.NC(N)=O.NC(N)=O.NC(N)=O.OCCO
gap between HOMO and LUMO: 9.0 eV
energy above the lowest of the compared OMol25 structures with the same formula, charge and spin: 0.000 eV
HOMO energy: -8.857 eV

| no. | strongest force on any atom (eV/A) |
| --- | --- |
| 1 | 5.72 |
| 2 | 1.77 |
| 3 | 0.46 |
| 4 | 0.85 |
| 5 | 7.12 |